(one)
C4H3Br | ωB97M-V with the def2-TZVPD basis set

The geometry in ORCA input format:
```
! RIJCOSX wB97M-V def2-TZVPD def2/J DEFGRID3
* xyz 0 1
Br 2.541 -0.225 0.013
C -0.094 -1.447 0.033
C 0.701 -0.402 -0.019
C -0.059 0.998 0.030
C -0.909 1.867 0.015
H -1.108 -1.174 -0.132
H 0.462 -2.338 0.238
H -1.534 2.722 -0.179
*
```

LUMO energy, eV: 0.81
SMILES: C#CC(=C)Br

***

(two)
C4H3Br | ωB97M-V with the def2-TZVPD basis set

The geometry in ORCA input format:
```
! RIJCOSX wB97M-V def2-TZVPD def2/J DEFGRID3
* xyz 0 1
Br 1.270 4.478 2.300
C 0.609 2.819 2.569
C 0.360 1.788 1.256
C 0.361 0.926 0.227
C -0.277 -0.181 -0.194
H 1.076 1.396 -0.467
H -0.921 -0.757 0.438
H -0.095 -0.547 -1.189
*
```

LUMO energy (alpha / beta), eV: -1.17 / -1.13
SMILES: C=CC#CBr

***

Least stable structure: (two)

***

(one)
C16H26N4O2S | ωB97M-V with the def2-TZVPD basis set

The geometry in ORCA input format:
```
! RIJCOSX wB97M-V def2-TZVPD def2/J DEFGRID3
* xyz 0 1
S -3.384 1.589 2.821
O -1.649 -0.065 1.552
O 2.275 1.862 -1.949
N 1.477 -0.422 -2.006
N -3.457 4.072 3.400
N -2.602 3.822 2.643
N -1.155 2.331 1.712
C 3.721 -1.969 -1.886
C -2.304 2.588 2.305
C 0.276 1.144 -0.879
C 2.752 -0.840 -2.884
C 3.197 -3.642 -4.539
C -4.204 2.938 3.538
C 2.497 -1.299 -4.170
C 0.347 0.966 0.446
C 3.217 -3.348 -1.970
C -5.595 1.850 5.560
C 3.518 -4.229 -3.303
C -0.858 0.772 1.410
C -4.492 2.300 6.615
C 1.462 1.086 -1.708
C 3.424 -1.991 -4.969
C -5.681 2.912 4.136
H 3.177 -2.035 -6.098
H 4.627 -1.918 -2.141
H -3.520 2.513 6.153
H 3.485 -3.807 -0.945
H 1.364 -1.984 -4.070
H 1.026 -1.106 -1.752
H -6.441 2.516 3.652
H 3.535 -0.085 -2.869
H -4.592 1.491 7.337
H -5.319 0.781 5.216
H 1.828 -3.330 -2.280
H 1.109 1.450 0.854
H 3.834 -4.241 -5.277
H -0.589 0.617 -1.152
H 3.501 -5.287 -2.947
H 0.718 -0.308 0.732
H 0.088 2.076 -0.912
H 2.242 -3.843 -4.796
H -5.878 3.641 4.535
H 4.317 -1.951 -4.615
H 3.495 -1.564 -0.890
H 4.852 -3.858 -3.171
H -0.407 3.025 1.405
H -4.856 3.433 6.967
H 2.161 -0.371 -4.721
H -6.539 1.717 5.910
*
```

LUMO energy, eV: 0.37

***

(two)
C16H26N4O2S | ωB97M-V with the def2-TZVPD basis set

The geometry in ORCA input format:
```
! RIJCOSX wB97M-V def2-TZVPD def2/J DEFGRID3
* xyz 0 1
S 2.099 2.069 -0.344
O -0.310 -0.284 1.240
O -3.581 -2.544 1.905
N 1.702 -1.021 0.579
N -2.690 -1.565 0.087
N 4.274 1.268 0.749
N -2.715 1.471 -0.710
C -1.394 -3.259 1.301
C 6.046 2.742 -0.121
C -2.655 -2.430 1.119
C -3.397 0.776 0.375
C -0.495 -3.339 0.077
C 4.622 2.314 -0.050
C -1.670 -1.409 -0.926
C -3.647 2.105 -1.618
C -0.298 -1.937 -0.509
C 0.345 -1.002 0.509
C 2.575 -1.740 -0.322
C -3.807 -0.648 -0.020
C 3.577 2.868 -0.723
C 3.016 1.019 0.719
C -1.730 2.415 -0.223
C 2.351 -0.079 1.473
H 0.459 -3.793 0.354
H -3.099 2.514 -2.466
H -4.574 -1.011 0.667
H -1.989 -1.944 -1.834
H -4.212 2.922 -1.140
H -4.286 1.333 0.710
H 2.296 -2.790 -0.389
H -4.192 -0.674 -1.043
H 0.328 -1.984 -1.403
H -2.176 3.242 0.350
H 6.666 1.912 -0.453
H -1.610 -0.341 -1.158
H 3.590 -1.678 0.067
H -0.958 -3.970 -0.685
H 3.588 3.689 -1.411
H -1.022 1.887 0.414
H -4.357 1.368 -1.989
H -0.856 -2.794 2.132
H -2.709 0.691 1.218
H 6.390 3.041 0.868
H -1.190 2.836 -1.072
H 3.102 -0.591 2.082
H -1.698 -4.254 1.630
H 2.569 -1.304 -1.326
H 6.159 3.575 -0.809
H 1.567 0.328 2.121
*
```

LUMO energy, eV: 0.49
SMILES: Cc1csc(CN(C)C(=O)[C@H]2CCC(=O)N(CCN(C)C)C2)n1

***

Least stable structure: (one)

***

(one)
C3H8NO2S | ωB97M-V with the def2-TZVPD basis set

The geometry in ORCA input format:
```
! RIJCOSX wB97M-V def2-TZVPD def2/J DEFGRID3
* xyz -1 1
S 1.019 -1.518 -0.892
O 2.109 1.510 -1.315
O -1.690 1.263 1.817
N -0.912 1.514 -0.290
C 0.102 -1.316 0.676
C -1.294 -0.729 0.512
C -1.288 0.759 0.774
H -0.770 2.502 -0.181
H -0.365 1.040 -0.995
H -1.707 -0.941 -0.473
H 0.648 -0.770 1.452
H 1.713 0.660 -1.607
H 0.030 -2.307 1.125
H 2.678 1.215 -0.590
H -2.023 -1.163 1.200
*
```

LUMO energy, eV: 3.95

***

(two)
C3H8NO2S | ωB97M-V with the def2-TZVPD basis set

The geometry in ORCA input format:
```
! RIJCOSX wB97M-V def2-TZVPD def2/J DEFGRID3
* xyz -1 1
S 0.017 1.089 -0.676
O -0.119 2.149 0.352
O -3.535 0.505 0.523
N -1.343 -0.214 0.049
C -2.649 -0.034 -0.464
C 1.531 0.430 -0.559
C 2.341 0.478 0.692
H 2.387 -0.486 1.222
H 3.375 0.795 0.501
H 1.872 1.208 1.350
H -2.960 1.086 1.039
H 1.780 -0.286 -1.325
H -0.960 -1.119 -0.203
H -2.657 0.669 -1.333
H -3.128 -0.974 -0.793
*
```

LUMO energy, eV: 4.01

***

(three)
C3H8NO2S | ωB97M-V with the def2-TZVPD basis set

The geometry in ORCA input format:
```
! RIJCOSX wB97M-V def2-TZVPD def2/J DEFGRID3
* xyz -1 1
S 0.890 -0.937 -0.359
O 0.502 -1.404 -1.694
O 1.981 -1.661 0.270
N -0.647 -1.506 0.645
C 0.231 1.488 -1.163
C 0.981 0.770 -0.064
C -1.111 -0.478 1.540
H -1.298 -1.676 -0.111
H -2.056 -0.017 1.228
H -0.836 1.276 -1.070
H 2.054 0.963 -0.091
H 0.368 2.568 -1.060
H 0.528 1.202 -2.182
H -0.340 0.307 1.564
H -1.247 -0.895 2.546
*
```

LUMO energy, eV: 4.18
SMILES: CC=[S@@](=O)([O-])NC

***

Least stable structure: (two)

***

(one)
CH2FNO2 | ωB97M-V with the def2-TZVPD basis set

The geometry in ORCA input format:
```
! RIJCOSX wB97M-V def2-TZVPD def2/J DEFGRID3
* xyz 0 1
F -1.776 0.044 -0.340
O 0.971 -2.097 -1.564
O 1.410 -1.770 -3.683
N 1.448 -2.334 -2.621
C -0.449 0.288 -0.301
H -0.400 0.767 0.729
H 0.192 -0.513 -0.818
*
```

LUMO energy (alpha / beta), eV: -0.29 / -2.24

***

(two)
CH2FNO2 | ωB97M-V with the def2-TZVPD basis set

The geometry in ORCA input format:
```
! RIJCOSX wB97M-V def2-TZVPD def2/J DEFGRID3
* xyz 0 1
F 0.725 1.792 -0.535
O -1.160 -0.470 -0.402
O 2.109 -0.874 0.543
N 0.953 -0.641 0.498
C -0.165 -0.922 0.054
H -0.290 -1.823 0.960
H -0.237 1.860 -0.607
*
```

LUMO energy (alpha / beta), eV: -1.32 / -1.32
SMILES: O=CN=O.F

***

Least stable structure: (one)

***

(one)
C2H8N3 | ωB97M-V with the def2-TZVPD basis set

The geometry in ORCA input format:
```
! RIJCOSX wB97M-V def2-TZVPD def2/J DEFGRID3
* xyz 1 1
N 0.684 -0.050 -0.054
N -1.804 -0.121 -0.144
N 0.678 1.349 -0.149
C 1.697 -0.772 -0.169
C -0.471 -0.709 0.214
H -1.994 0.070 -1.120
H -0.004 1.739 0.526
H 1.520 1.735 0.020
H -0.317 -1.808 0.307
H -2.552 -0.748 0.165
H 1.725 -1.871 -0.195
H -1.954 0.728 0.514
H 2.677 -0.268 -0.213
*
```

LUMO energy, eV: -3.78

***

(two)
C2H8N3 | ωB97M-V with the def2-TZVPD basis set

The geometry in ORCA input format:
```
! RIJCOSX wB97M-V def2-TZVPD def2/J DEFGRID3
* xyz 1 1
N -0.262 -0.014 0.368
N 0.897 -0.449 -0.196
N -2.484 0.115 0.179
C -1.306 -0.053 -0.405
C 2.043 0.351 0.402
H 0.907 -1.511 -0.104
H 1.587 1.274 0.601
H 2.791 0.453 -0.281
H -3.413 0.198 -0.351
H 2.343 -0.088 1.285
H -2.411 0.350 1.149
H 0.705 -0.481 -1.180
H -1.398 -0.144 -1.468
*
```

LUMO energy, eV: -3.44
SMILES: C[NH2+]/N=C/N

***

(three)
C2H8N3 | ωB97M-V with the def2-TZVPD basis set

The geometry in ORCA input format:
```
! RIJCOSX wB97M-V def2-TZVPD def2/J DEFGRID3
* xyz 1 1
N -1.175 -0.810 -2.717
N -0.191 -0.841 2.603
N -0.628 -0.449 -1.703
C 0.761 1.328 -0.880
C -0.190 0.163 -0.708
H -0.956 -0.283 2.666
H 0.937 1.746 0.138
H 1.770 0.917 -0.903
H 0.273 2.044 -1.630
H -0.742 -1.688 -3.264
H 0.672 -0.355 2.650
H -0.318 -0.334 0.323
H -0.215 -1.439 3.424
*
```

LUMO energy, eV: -5.92

***

(four)
C2H8N3 | ωB97M-V with the def2-TZVPD basis set

The geometry in ORCA input format:
```
! RIJCOSX wB97M-V def2-TZVPD def2/J DEFGRID3
* xyz 1 1
N 0.345 1.932 -1.255
N -0.192 -0.394 -1.125
N 0.223 -0.873 1.620
C -0.001 0.769 -1.859
C -0.489 -1.454 2.612
H -0.333 -0.411 -0.076
H -1.521 -1.525 2.562
H -0.122 -2.046 3.406
H 0.012 -1.163 -1.691
H -0.234 0.870 -2.929
H 1.222 -0.867 1.625
H 0.637 2.703 -1.774
H 0.647 1.896 -0.318
*
```

LUMO energy, eV: -4.14

***

Least stable structure: (one)

***

(one)
C3H4BrF | ωB97M-V with the def2-TZVPD basis set

The geometry in ORCA input format:
```
! RIJCOSX wB97M-V def2-TZVPD def2/J DEFGRID3
* xyz 0 1
Br 2.417 0.552 0.010
F 0.893 -1.860 -0.098
C -0.529 0.205 0.783
C 0.675 -0.268 0.098
C -0.460 0.106 -0.723
H -1.173 -0.332 1.410
H -0.403 1.173 1.074
H -0.885 -0.579 -1.273
H -0.536 1.003 -1.282
*
```

LUMO energy, eV: 0.73
SMILES: FC1(Br)CC1

***

(two)
C3H4BrF | ωB97M-V with the def2-TZVPD basis set

The geometry in ORCA input format:
```
! RIJCOSX wB97M-V def2-TZVPD def2/J DEFGRID3
* xyz 0 1
Br -2.553 -0.526 -0.002
F -0.924 1.642 0.002
C -0.755 0.296 -0.001
C 0.468 -0.148 -0.718
C 0.519 -0.092 0.793
H 1.089 0.444 -1.461
H 0.996 0.621 1.363
H 0.671 -1.110 1.313
H 0.488 -1.126 -1.290
*
```

LUMO energy, eV: 0.75
SMILES: FC1(Br)CC1

***

Least stable structure: (one)